# 1
Computed, not measured: 2 unconnected molecules or ions with the total composition C4H10O3 at a distorted geometry, with ωB97M-V/def2-TZVPD.

The geometry in XYZ format:
```
17
Properties=species:S:1:pos:R:3
C 0.156 -0.573 -0.589
C 1.467 -0.142 0.200
C 2.738 0.196 -0.484
O 3.705 0.681 0.371
C -1.107 -0.086 0.132
O -2.354 -0.506 -0.466
H 0.069 -1.687 -0.487
H 0.410 -0.125 -1.625
H 1.291 0.982 0.644
H 1.808 -0.825 1.075
H 3.019 -0.868 -0.936
H 2.464 0.905 -1.329
H -1.026 -0.484 1.200
H -1.133 1.021 0.192
H -3.224 0.046 -0.136
H -4.089 0.758 1.594
O -4.194 0.708 0.645
```

Calculated values
Multiplicity = 1
Total charge = -2
Energy above the lowest of the compared OMol25 structures with the same formula, charge and spin = 27.9 kcal per mole
Orbital gap = 7.0 eV
HOMO level = 0.06 eV
DFT total energy = -10448.8226 eV



# 2
Computed, not measured: a molecular structure, C49H48AsBrCoN6P, with ωB97M-V/def2-TZVPD.

The geometry in XYZ format:
```
107
Properties=species:S:1:pos:R:3
Co 0.339 -0.751 -0.031
N -1.987 2.674 -0.911
C -1.568 1.516 -0.407
N -0.388 1.007 -0.607
C 0.514 1.682 -1.426
N 1.681 1.182 -1.696
N 1.787 -0.050 -1.086
C 2.884 -0.701 -1.118
C 2.845 -1.965 -0.368
C 3.906 -2.848 -0.316
C 3.764 -4.012 0.431
C 2.567 -4.248 1.081
C 1.547 -3.309 0.985
N 1.681 -2.186 0.287
C 0.120 2.971 -1.984
C 0.982 3.735 -2.779
C 0.562 4.943 -3.286
C -0.728 5.410 -3.009
C -1.592 4.673 -2.228
C -1.157 3.452 -1.716
H -2.936 2.961 -0.733
H -2.263 0.974 0.219
H 3.771 -0.354 -1.637
H 4.824 -2.629 -0.844
H 4.578 -4.721 0.498
H 2.410 -5.141 1.671
H 0.595 -3.448 1.480
H 1.974 3.355 -2.981
H 1.226 5.536 -3.900
H -1.052 6.361 -3.410
H -2.591 5.031 -2.009
C -0.997 -0.365 -3.900
C -2.257 -0.185 -3.099
C -3.204 0.751 -3.508
C -4.386 0.942 -2.805
C -4.640 0.190 -1.667
C -3.709 -0.749 -1.247
C -2.521 -0.950 -1.950
P -1.219 -2.052 -1.288
C -0.880 -3.294 -2.589
C 0.476 -3.613 -2.713
C 0.928 -4.544 -3.630
C 0.012 -5.169 -4.461
C -1.331 -4.848 -4.365
C -1.806 -3.918 -3.440
C -3.287 -3.635 -3.459
C -1.991 -2.949 0.085
C -2.742 -4.118 -0.045
C -3.257 -4.748 1.074
C -3.018 -4.207 2.333
C -2.266 -3.053 2.464
C -1.737 -2.398 1.349
C -0.886 -1.161 1.471
H -0.819 0.497 -4.543
H -1.056 -1.255 -4.532
H -0.124 -0.501 -3.257
H -3.008 1.338 -4.399
H -5.111 1.668 -3.155
H -5.564 0.320 -1.116
H -3.909 -1.341 -0.360
H 1.191 -3.105 -2.080
H 1.984 -4.773 -3.701
H 0.339 -5.903 -5.188
H -2.043 -5.335 -5.022
H -3.848 -4.570 -3.508
H -3.549 -3.057 -4.349
H -3.638 -3.080 -2.597
H -2.902 -4.557 -1.022
H -3.831 -5.659 0.968
H -3.414 -4.696 3.215
H -2.070 -2.644 3.450
H -0.254 -1.252 2.366
H -1.536 -0.299 1.681
C 1.597 3.610 1.240
As 1.108 1.933 2.144
C 2.236 2.213 3.719
C -0.642 2.481 2.910
C -0.757 3.898 3.368
C -1.133 4.901 2.474
C -1.212 6.225 2.875
C -0.918 6.574 4.186
C -0.553 5.586 5.088
C -0.475 4.261 4.683
H 1.741 4.419 1.955
H 0.826 3.911 0.530
H 2.521 3.439 0.685
H 2.003 3.163 4.201
H 3.276 2.224 3.396
H 2.104 1.395 4.426
H -0.826 1.776 3.723
H -1.387 2.271 2.138
H -1.369 4.637 1.447
H -1.508 6.987 2.164
H -0.981 7.607 4.503
H -0.335 5.846 6.116
H -0.204 3.495 5.401
Br 5.253 -3.496 4.680
C 4.991 -2.010 3.553
C 6.060 -1.256 3.103
C 5.791 -0.190 2.257
C 4.476 0.057 1.896
N 3.447 -0.669 2.329
C 3.704 -1.676 3.155
H 7.071 -1.493 3.407
H 6.590 0.436 1.884
H 4.235 0.877 1.225
H 2.857 -2.254 3.510
```

Calculated values
Multiplicity = 2
Total charge = +1
Energy above the lowest of the compared OMol25 structures with the same formula, charge and spin = 0.5 kcal per mole
Orbital gap (spin up / spin down) = 6.3 / 7.0 eV
HOMO level (spin up / spin down) = -9.51 / -10.21 eV
DFT total energy = -238326.1041 eV
⟨S²⟩ = 0.76



# 3
Computed, not measured: C3H5NO4 in the gas phase at a distorted geometry, with ωB97M-V/def2-TZVPD.

The geometry in XYZ format:
```
13
Properties=species:S:1:pos:R:3
C -1.061 -0.650 0.311
N 1.378 0.167 -0.196
C 0.446 -0.033 0.820
C -0.292 1.677 1.065
O 1.172 -0.310 -1.512
O -1.524 -0.187 -0.909
O 0.863 -0.481 1.884
O -1.161 2.284 0.649
H 1.895 -0.932 -1.676
H -0.904 -0.461 -1.599
H 1.820 1.087 -0.230
H -0.819 -1.718 0.321
H -1.813 -0.444 1.073
```

Calculated values
Multiplicity = 1
Energy above the lowest of the compared OMol25 structures with the same formula, charge and spin = 117.3 kcal per mole
Orbital gap = 8.9 eV
HOMO level = -9.28 eV
DFT total energy = -12867.7903 eV



# 4
Computed, not measured: 2 unconnected molecules or ions with the total composition C3Cl6 at a distorted geometry, with ωB97M-V/def2-TZVPD.

The geometry in XYZ format:
```
9
Properties=species:S:1:pos:R:3
C -0.725 0.439 -0.802
C -1.441 0.992 0.083
C 1.522 -1.167 0.231
Cl -0.163 0.740 -2.290
Cl -2.845 1.971 -0.114
Cl -1.087 0.400 1.786
Cl 1.658 -0.753 1.940
Cl 0.956 -2.791 -0.212
Cl 2.701 -0.396 -0.771
```

Calculated values
Multiplicity = 1
Energy above the lowest of the compared OMol25 structures with the same formula, charge and spin = 74.4 kcal per mole
Orbital gap (spin up / spin down) = 7.5 / 8.3 eV
HOMO level (spin up / spin down) = -8.86 / -9.32 eV
DFT total energy = -78240.4755 eV



# 5
Computed, not measured: C5H6O2 in the gas phase, with ωB97M-V/def2-TZVPD.

The geometry in XYZ format:
```
13
Properties=species:S:1:pos:R:3
O 1.328 1.536 -0.718
C 1.847 0.654 0.078
C 1.390 -0.589 0.498
C 0.191 -1.313 0.522
C -1.202 -0.797 0.343
C -1.734 0.259 -0.593
O -1.106 0.974 -1.352
H 0.435 1.239 -1.058
H 2.839 0.963 0.414
H 2.235 -1.119 0.949
H -1.497 -0.486 1.362
H -1.885 -1.649 0.173
H -2.841 0.327 -0.617
```

Calculated values
Multiplicity = 1
Energy above the lowest of the compared OMol25 structures with the same formula, charge and spin = 98.6 kcal per mole
Orbital gap (spin up / spin down) = 7.0 / 7.0 eV
HOMO level (spin up / spin down) = -7.50 / -7.50 eV
DFT total energy = -9372.8178 eV



# 6
Computed, not measured: 2 unconnected molecules or ions with the total composition C3H6IN2O at a distorted geometry, with ωB97M-V/def2-TZVPD.

The geometry in XYZ format:
```
13
Properties=species:S:1:pos:R:3
C -0.524 0.208 1.574
C 0.976 0.038 -1.435
C -1.848 -0.160 1.426
N -0.105 -0.160 -0.824
N 2.126 0.428 -0.855
O 0.457 0.712 1.907
I 1.070 -0.331 -3.623
H -1.878 -1.228 1.209
H -2.289 -0.170 2.370
H -2.173 0.576 0.799
H -0.986 -0.307 -1.303
H 2.210 0.175 0.114
H 2.964 0.220 -1.359
```

Calculated values
Multiplicity = 1
Total charge = +1
Energy above the lowest of the compared OMol25 structures with the same formula, charge and spin = 36.8 kcal per mole
Orbital gap = 8.2 eV
HOMO level = -13.13 eV
DFT total energy = -16328.1171 eV



# 7
Computed, not measured: 3 unconnected molecules or ions with the total composition C3H6N2O3 at a distorted geometry, with ωB97M-V/def2-TZVPD.

The geometry in XYZ format:
```
14
Properties=species:S:1:pos:R:3
C 1.504 -0.417 -0.094
C -0.646 0.575 -0.500
C -2.197 0.149 -0.204
H 0.747 0.835 1.197
H 2.734 0.091 1.727
H 3.131 -0.790 -1.144
H -2.141 0.819 0.782
H -2.844 0.563 -1.010
H -1.307 -1.629 0.111
N 1.900 0.775 0.825
N 2.104 -1.166 -1.012
O 0.039 -0.489 -0.156
O -0.443 1.865 -0.765
O -2.582 -1.180 0.244
```

Calculated values
Multiplicity = 1
Energy above the lowest of the compared OMol25 structures with the same formula, charge and spin = 197.4 kcal per mole
Orbital gap = 9.8 eV
HOMO level = -10.24 eV
DFT total energy = -12323.6679 eV



# 8
Computed, not measured: a molecular structure, C26H32GaNO4S2 at a distorted geometry, with ωB97M-V/def2-TZVPD.

The geometry in XYZ format:
```
66
Properties=species:S:1:pos:R:3
O 0.678 -1.353 -3.353
C 1.417 -0.228 -3.995
C 1.393 -0.836 -5.398
H 2.456 -0.097 -3.636
H 0.877 0.734 -3.880
C 0.780 -2.081 -4.640
H 2.359 -1.119 -5.869
H 0.653 -0.388 -6.088
C 1.900 -3.099 -4.722
H 2.853 -2.570 -4.623
H 2.001 -3.540 -5.726
H 1.852 -3.916 -3.999
C -0.458 -2.577 -5.317
H -1.244 -1.851 -5.449
H -0.863 -3.507 -4.970
H -0.243 -2.816 -6.360
Ga 0.006 -1.109 -1.287
C -3.264 -2.066 1.814
C -2.444 -1.082 2.437
C -2.303 0.024 1.544
H -2.040 -1.135 3.427
C -2.929 -0.336 0.311
C -3.705 -1.521 0.569
H -4.482 -1.932 -0.081
H -3.484 -3.062 2.212
H -1.601 0.845 1.632
H -2.906 0.260 -0.612
C 1.020 -2.855 3.326
C 0.006 -3.819 3.017
C 0.125 -4.155 1.644
H -0.711 -4.278 3.706
C 1.234 -3.468 1.088
C 1.740 -2.593 2.114
H 2.591 -1.901 1.981
H 1.341 -2.517 4.319
H -0.503 -4.815 1.078
H 1.498 -3.379 0.019
O -0.073 4.596 -3.463
C -0.576 3.479 -2.611
C -2.100 3.653 -2.504
H -0.138 3.446 -1.596
H -0.463 2.442 -2.972
C -2.195 5.260 -2.361
H -2.542 3.054 -1.665
H -2.575 3.198 -3.415
C -0.803 5.759 -2.899
H -2.292 5.360 -1.248
H -3.073 5.684 -2.895
H -0.196 6.254 -2.065
H -0.866 6.671 -3.515
O -1.793 1.026 5.057
S -0.730 1.890 4.596
O -0.771 3.287 4.948
N -0.374 1.577 3.006
C 0.763 0.896 2.757
S 1.171 0.357 1.211
C 1.557 0.754 3.981
C 2.877 0.346 4.168
C 3.366 0.244 5.477
C 2.554 0.551 6.580
C 1.320 1.182 6.389
C 0.830 1.218 5.091
H 3.475 0.130 3.279
H 4.379 -0.117 5.631
H 2.892 0.300 7.586
H 0.778 1.644 7.220
```

Calculated values
Multiplicity = 1
Orbital gap (spin up / spin down) = 6.3 / 6.1 eV
HOMO level (spin up / spin down) = -7.55 / -7.65 eV
DFT total energy = -111198.3133 eV



# 9
Computed, not measured: C4H9NS2 in the gas phase at a distorted geometry, with ωB97M-V/def2-TZVPD.

The geometry in XYZ format:
```
16
Properties=species:S:1:pos:R:3
C -0.016 0.309 2.168
C -0.014 1.405 -0.596
C 0.183 0.005 -1.127
C -1.083 -0.833 -0.814
H 0.653 -0.441 1.737
H 0.354 0.630 3.149
H -1.015 -0.123 2.286
H 0.329 0.066 -2.212
H -1.253 -1.079 0.252
H -0.970 -1.815 -1.335
H -1.974 -0.385 -1.204
H 1.497 -1.534 -0.725
H 2.230 -0.098 -0.721
N 1.400 -0.563 -0.450
S -0.087 1.776 1.147
S -0.234 2.682 -1.556
```

Calculated values
Multiplicity = 1
Energy above the lowest of the compared OMol25 structures with the same formula, charge and spin = 18.0 kcal per mole
Orbital gap = 8.6 eV
HOMO level = -8.53 eV
DFT total energy = -27453.9640 eV
SMILES string = CSC(=S)[C@H](C)N



# 10
Computed, not measured: a molecular structure, C29H20BrN6NaO4, with ωB97M-V/def2-TZVPD.

The geometry in XYZ format:
```
61
Properties=species:S:1:pos:R:3
Na 0.818 -0.008 0.246
O 4.296 -0.041 1.876
C 3.188 0.535 1.837
N 2.641 1.423 1.020
C 3.340 2.095 0.003
C 4.701 1.927 -0.272
C 5.354 2.700 -1.234
C 4.655 3.660 -1.943
C 3.296 3.835 -1.687
C 2.611 3.076 -0.746
N 1.256 3.367 -0.480
C 0.424 2.398 -0.761
O 0.620 1.334 -1.406
C -0.935 2.486 -0.076
C -0.956 2.608 1.311
C -2.169 2.521 1.970
C -3.322 2.351 1.220
C -3.200 2.267 -0.158
N -2.041 2.319 -0.810
C 2.209 0.287 2.989
C 2.458 0.895 4.223
C 1.497 0.809 5.207
C 0.316 0.120 4.943
C 0.171 -0.471 3.701
N 1.102 -0.414 2.743
H 5.233 1.172 0.288
H 6.411 2.539 -1.424
H 5.148 4.268 -2.696
H 2.720 4.580 -2.227
H -0.010 2.731 1.824
H -2.203 2.572 3.053
H -4.297 2.259 1.684
H -4.088 2.129 -0.770
H 3.380 1.442 4.367
H 1.646 1.290 6.168
H -0.479 0.049 5.674
H -0.733 -1.010 3.433
O -2.282 -2.667 -0.330
C -1.259 -2.089 0.077
O -1.135 -0.926 0.527
C 0.033 -2.953 0.064
C -0.073 -4.341 0.073
C 1.078 -5.106 0.108
C 2.313 -4.475 0.115
C 2.332 -3.089 0.083
N 1.228 -2.348 0.061
H -1.063 -4.774 0.042
H 1.013 -6.189 0.125
H 3.245 -5.026 0.140
H 3.266 -2.536 0.087
Br 2.428 -2.391 -4.170
C 0.959 -1.123 -4.057
C 0.900 -0.134 -5.028
C -0.161 0.750 -4.943
C -1.082 0.609 -3.915
C -0.893 -0.407 -2.999
N 0.119 -1.279 -3.077
H 1.662 -0.061 -5.789
H -0.252 1.558 -5.659
H -1.893 1.307 -3.765
H -1.554 -0.519 -2.146
```

Calculated values
Multiplicity = 1
Total charge = -2
Orbital gap = 5.4 eV
HOMO level = -1.37 eV
DFT total energy = -121991.1377 eV



# 11
Computed, not measured: a molecular structure, C4H9N at a distorted geometry, with ωB97M-V/def2-TZVPD.

The geometry in XYZ format:
```
14
Properties=species:S:1:pos:R:3
C 1.958 -0.091 -0.232
N -0.417 1.301 -0.693
C -0.521 -0.090 -0.415
C 0.676 -0.661 0.190
C -1.663 -0.163 0.692
H 1.236 0.382 0.627
H 2.918 -0.443 0.139
H 2.080 0.793 -0.842
H -0.325 1.476 -1.690
H -0.797 -0.645 -1.339
H 0.626 -1.567 0.782
H -1.439 0.535 1.504
H -1.846 -1.175 1.074
H -2.487 0.350 0.205
```

Calculated values
Multiplicity = 1
Energy above the lowest of the compared OMol25 structures with the same formula, charge and spin = 133.8 kcal per mole
Orbital gap = 5.6 eV
HOMO level = -6.32 eV
DFT total energy = -5778.0084 eV



# 12
Computed, not measured: a molecular structure, C14H11N3O2SZr at a distorted geometry, with ωB97M-V/def2-TZVPD.

The geometry in XYZ format:
```
32
Properties=species:S:1:pos:R:3
C -4.688 0.276 2.176
C -3.762 -0.226 1.117
O -4.200 -0.263 -0.105
O -2.592 -0.718 1.380
C -1.528 -0.003 2.068
C -0.192 -0.005 1.346
C 0.075 -0.038 0.027
C 1.455 -0.024 -0.442
C 1.872 -0.074 -1.791
C 1.236 -0.958 -2.728
C 1.688 -0.994 -4.028
C 2.733 -0.126 -4.336
C 3.325 0.708 -3.320
N 2.939 0.737 -2.082
C 2.567 0.025 0.507
C 2.303 0.035 1.831
N 3.209 0.071 2.850
S 2.388 0.105 4.175
N 0.851 0.072 3.580
C 0.939 0.029 2.282
H -4.381 -0.049 3.168
H -5.711 -0.041 1.970
H -4.676 1.388 2.187
H -1.332 -0.501 3.016
H -1.843 1.010 2.329
H -0.727 -0.101 -0.692
H 0.428 -1.600 -2.403
H 1.262 -1.634 -4.787
H 3.125 -0.072 -5.345
H 4.158 1.345 -3.596
H 3.588 0.043 0.146
Zr -4.508 1.582 -0.498
```

Calculated values
Multiplicity = 1
Total charge = +4
Orbital gap = 4.8 eV
HOMO level = -21.26 eV
DFT total energy = -35324.7991 eV